{"formula": "C20H24NO3", "method": "ωB97M-V/def2-TZVPD", "de_lowest_kcal_mol": 52.4, "lumo_ev": -5.091, "gap_ev": 5.51, "spin_multiplicity": 1, "total_charge": 1, "e_homo_ev": -10.60, "energy_ev": -28754.57862, "species": ["C", "O", "C", "C", "C", "C", "C", "C", "C", "C", "H", "H", "H", "H", "H", "H", "H", "H", "H", "H", "H", "C", "O", "C", "C", "C", "C", "C", "C", "N", "C", "C", "O", "C", "C", "H", "H", "H", "H", "H", "H", "H", "H", "H", "H", "H", "H", "H"], "positions_angstrom": [[-2.19037, 0.11519, 1.57941], [-0.96372, 0.15572, 2.26689], [-0.24800, 1.26579, 1.96634], [0.99870, 1.50873, 2.55728], [1.79033, 2.65024, 2.28744], [3.00779, 2.80883, 2.90623], [3.49433, 1.85694, 3.80392], [4.81431, 2.03010, 4.46652], [2.71595, 0.73331, 4.07187], [1.49842, 0.55987, 3.46960], [-2.72362, -0.79545, 1.85064], [-2.79589, 0.97796, 1.85491], [-2.01146, 0.11921, 0.50501], [-0.64839, 1.96021, 1.24212], [1.43601, 3.39297, 1.59390], [3.60906, 3.67759, 2.70344], [5.03311, 1.19119, 5.12909], [5.61470, 2.08826, 3.72825], [4.83023, 2.94033, 5.06660], [3.08059, -0.00785, 4.76071], [0.89902, -0.30803, 3.68156], [-3.97514, -4.83655, -2.87331], [-2.95842, -4.79966, -1.90252], [-2.19484, -3.62964, -1.89974], [-1.15548, -3.53179, -0.97036], [-0.35467, -2.41908, -0.90765], [-0.55848, -1.34343, -1.77314], [0.24083, -0.10791, -1.74365], [1.19027, 0.11590, -0.82979], [-0.03448, 0.87805, -2.73222], [-0.12840, 2.23844, -2.47147], [-0.46726, 3.14482, -3.60600], [0.03875, 2.69413, -1.35958], [-1.60021, -1.43764, -2.69172], [-2.39627, -2.55014, -2.76395], [-4.49679, -5.78898, -2.78033], [-4.68410, -4.02519, -2.70027], [-3.53811, -4.76683, -3.87083], [-0.99842, -4.35579, -0.29724], [0.42657, -2.38086, -0.17140], [1.72441, 1.04419, -0.83754], [1.44096, -0.60608, -0.08208], [-0.11209, 0.57391, -3.70083], [-0.55575, 2.60508, -4.54929], [-1.41555, 3.64966, -3.41989], [0.30669, 3.90197, -3.71678], [-1.80136, -0.60808, -3.34568], [-3.18371, -2.57960, -3.49447]], "forces_ev_per_a": [[-1.64, -0.22, -0.85], [2.73, 2.99, -0.28], [-0.46, -2.09, 0.76], [0.00, -0.47, 0.35], [-0.17, 0.02, -0.12], [-0.24, 0.07, -0.19], [-0.05, -0.02, -0.01], [0.18, -0.22, 0.24], [-0.23, -0.24, 0.00], [0.07, -0.18, 0.16], [0.27, 0.08, 0.09], [-0.05, -0.04, 0.02], [0.00, -0.07, -0.05], [-0.30, 0.07, -0.28], [-0.10, 0.16, -0.21], [0.06, 0.22, -0.12], [-0.02, 0.08, -0.06], [-0.01, 0.12, -0.03], [0.03, 0.09, -0.08], [0.06, -0.16, 0.16], [-0.04, -0.20, 0.11], [-0.30, -0.14, -0.22], [1.33, 1.44, 0.42], [-0.45, -0.60, -0.15], [-0.41, -0.49, 0.00], [-0.08, 0.26, -0.20], [-0.46, 0.22, -0.59], [0.69, 0.13, 0.47], [-0.32, 0.31, -0.34], [-0.12, 0.44, -0.31], [0.11, -0.60, 0.25], [-0.10, -0.25, -0.87], [-0.05, 0.08, 0.66], [0.50, 0.23, 0.37], [-0.65, -1.02, 0.03], [0.16, 0.08, 0.10], [-0.11, 0.00, -0.16], [-0.16, 0.04, -0.11], [0.06, -0.20, 0.15], [0.23, -0.09, 0.15], [0.28, 0.17, 0.01], [0.00, -0.28, 0.29], [-0.04, 0.16, 0.52], [0.00, 0.06, -0.06], [0.08, -0.04, 0.16], [0.00, 0.00, 0.11], [-0.14, 0.07, -0.16], [-0.15, 0.02, -0.14]]}



{"formula": "C20H24O7", "method": "ωB97M-V/def2-TZVPD", "de_lowest_kcal_mol": 0.0, "lumo_ev": 0.502, "gap_ev": 9.59, "spin_multiplicity": 1, "e_homo_ev": -9.09, "smiles": "CCOC[C@@]1(O)OC(=O)O[C@H]1CC(=O)O.c1ccccc1.c1ccccc1", "energy_ev": -35461.27917, "species": ["C", "C", "O", "C", "C", "O", "O", "C", "O", "O", "C", "C", "C", "O", "O", "H", "H", "H", "H", "H", "H", "H", "H", "H", "H", "H", "H", "C", "C", "C", "C", "C", "C", "H", "H", "H", "H", "H", "H", "C", "C", "C", "C", "C", "C", "H", "H", "H", "H", "H", "H"], "positions_angstrom": [[0.82989, -3.15214, 1.60206], [1.72055, -1.99218, 1.18656], [1.23506, -0.80919, 1.78739], [1.43679, 0.36453, 1.05020], [0.23912, 1.30651, 1.11668], [0.71969, 2.61546, 1.45454], [-0.47149, 1.44817, -0.08897], [-1.61337, 2.13479, 0.25765], [-2.29664, 2.75108, -0.52734], [-1.86623, 1.96700, 1.57192], [-0.87244, 1.09783, 2.13852], [-1.50742, -0.26739, 2.32255], [-2.04718, -0.89128, 1.05380], [-1.35014, -1.28439, 0.15023], [-3.41209, -1.06787, 1.03853], [1.13021, -4.04952, 1.07709], [-0.17973, -2.88490, 1.31531], [0.89927, -3.26905, 2.67739], [1.70700, -1.92392, 0.09920], [2.75127, -2.19165, 1.47988], [2.30211, 0.89186, 1.44068], [1.63442, 0.16056, -0.00175], [1.43865, 2.82952, 0.85857], [-0.52420, 1.43507, 3.10459], [-2.34302, -0.13429, 3.00031], [-0.82043, -0.97646, 2.76246], [-3.82886, -0.33191, 0.58278], [0.22815, 7.03320, -0.33094], [-0.18438, 8.19166, -0.97453], [-1.38810, 8.20922, -1.66499], [-2.18048, 7.06987, -1.70727], [-1.76816, 5.90992, -1.06511], [-0.56305, 5.89314, -0.37785], [1.16636, 7.02025, 0.20953], [0.43107, 9.08127, -0.93622], [-1.70910, 9.11154, -2.16949], [-3.12104, 7.08543, -2.24254], [-2.38500, 5.02532, -1.09258], [-0.24466, 4.98977, 0.12668], [1.64244, -7.89443, -1.97490], [0.34423, -7.41007, -2.05714], [0.10156, -6.04910, -1.93641], [1.15902, -5.17219, -1.73983], [2.45757, -5.65578, -1.65943], [2.69927, -7.01763, -1.77432], [1.83072, -8.95606, -2.06721], [-0.47923, -8.09409, -2.21531], [-0.91073, -5.67120, -1.99529], [0.96929, -4.10985, -1.64963], [3.28222, -4.97092, -1.50757], [3.71122, -7.39551, -1.70849]], "forces_ev_per_a": [[0.26, 0.81, -0.04], [-0.06, -0.84, -0.15], [-0.08, 0.15, -0.17], [-0.18, -0.37, -0.30], [0.79, 0.93, 0.95], [-0.21, -0.38, 0.17], [-0.49, 0.39, -0.15], [-0.68, 0.50, -1.52], [1.02, -1.14, 1.49], [-0.30, 0.31, -0.09], [0.22, -0.72, -0.31], [-0.48, -0.17, -0.05], [0.57, -0.45, -0.90], [-0.68, 0.41, 0.73], [0.31, -0.04, 0.19], [0.05, -0.30, 0.07], [-0.19, -0.26, 0.03], [-0.09, -0.31, 0.19], [-0.09, 0.28, -0.17], [0.22, 0.17, 0.13], [0.12, 0.21, 0.17], [-0.06, -0.17, -0.18], [0.23, 0.15, -0.24], [-0.18, 0.51, 0.12], [-0.11, 0.07, 0.16], [0.29, 0.01, 0.09], [-0.21, 0.15, -0.22], [0.00, -0.02, 0.00], [0.01, 0.01, 0.00], [-0.02, -0.01, 0.00], [0.06, 0.02, 0.01], [-0.06, 0.11, -0.02], [0.02, 0.02, 0.00], [0.00, 0.00, 0.00], [0.01, 0.00, -0.01], [0.00, 0.01, 0.00], [-0.01, 0.00, -0.01], [-0.01, -0.07, -0.01], [-0.01, -0.03, 0.03], [0.00, 0.00, 0.00], [0.00, 0.00, 0.01], [-0.01, 0.00, 0.00], [0.01, 0.04, 0.01], [0.00, 0.01, 0.01], [0.00, -0.01, 0.00], [0.00, -0.01, 0.00], [-0.01, -0.01, 0.00], [0.00, 0.01, -0.01], [-0.02, 0.01, -0.01], [0.01, 0.00, 0.00], [0.01, 0.00, -0.01]]}



{"formula": "C20H25BF4N2O5PTi", "method": "ωB97M-V/def2-TZVPD", "de_lowest_kcal_mol": 6.8, "lumo_ev": [2.766, 2.764], "gap_ev": [6.33, 7.85], "s_squared": 2.01, "spin_multiplicity": 3, "total_charge": -1, "e_homo_ev": [-3.56, -5.08], "energy_ev": -78324.93196, "species": ["Ti", "O", "C", "C", "C", "C", "C", "C", "C", "N", "N", "C", "O", "C", "C", "C", "C", "C", "C", "H", "H", "H", "H", "H", "H", "H", "H", "H", "H", "C", "C", "O", "P", "O", "C", "C", "O", "C", "C", "H", "H", "H", "H", "H", "H", "H", "H", "H", "H", "H", "H", "H", "H", "H", "F", "B", "F", "F", "F"], "positions_angstrom": [[1.27832, -0.81257, 0.85392], [0.51347, -1.10297, 2.63432], [-0.25252, -1.91592, 3.22639], [-0.38102, -1.82407, 4.62267], [-1.21689, -2.77503, 5.27457], [-2.01285, -3.70434, 4.57915], [-1.85466, -3.70494, 3.21880], [-1.02624, -2.82562, 2.45789], [-1.01742, -2.96516, 1.01628], [-0.15703, -2.35386, 0.24974], [-0.52217, -2.40293, -1.15326], [0.26913, -1.56521, -1.78084], [1.07466, -0.75877, -1.25335], [0.12501, -1.49716, -3.26443], [0.00104, -0.21421, -3.76853], [-0.08454, -0.03942, -5.14247], [0.15171, -1.13664, -5.98105], [0.32249, -2.37426, -5.44041], [0.34598, -2.58729, -4.06396], [0.17782, -1.01872, 5.15536], [-1.38943, -2.75149, 6.33464], [-2.66656, -4.27550, 5.19813], [-2.37534, -4.51458, 2.67065], [-1.84111, -3.44490, 0.48699], [-0.13275, 0.66215, -3.10882], [-0.36593, 0.94024, -5.62997], [0.07835, -1.08747, -7.10036], [0.53128, -3.21551, -6.07769], [0.67328, -3.53021, -3.56810], [2.14211, 3.56748, -1.84031], [1.78866, 2.40073, -0.93884], [0.35214, 2.46454, -0.74178], [-0.15832, 1.27308, 0.32350], [-1.48825, 0.75640, -0.45455], [-2.40164, 1.77091, -0.94919], [-3.40065, 0.98946, -1.80655], [-0.94664, 2.15496, 1.43656], [-0.40751, 3.03836, 2.41082], [-0.29674, 2.24099, 3.71671], [3.20937, 3.77489, -1.87655], [1.67129, 4.54124, -1.61368], [1.89819, 3.32612, -2.89617], [2.41122, 2.51633, -0.01481], [2.02949, 1.43397, -1.37197], [-1.85450, 2.47107, -1.51156], [-2.97108, 2.30793, -0.16043], [-2.86637, 0.58877, -2.62873], [-4.12581, 1.68341, -2.24808], [-3.84160, 0.21168, -1.25579], [-1.13421, 3.86293, 2.47625], [0.63517, 3.29752, 2.18578], [-1.27874, 1.92650, 3.97493], [0.12168, 2.89876, 4.50278], [0.38480, 1.40324, 3.54465], [5.29750, -0.11663, 0.43407], [4.50294, 0.36767, 1.44436], [4.93180, 0.02327, 2.69568], [4.38254, 1.78175, 1.27482], [3.16704, -0.16103, 1.24185]], "forces_ev_per_a": [[-0.81, 0.20, -0.66], [1.70, 1.46, -0.70], [-0.81, -0.22, -0.18], [-1.08, -1.51, 1.46], [0.34, 1.54, -0.67], [1.71, 1.65, 0.27], [-0.66, -1.15, -1.64], [-0.89, -1.77, 1.79], [0.82, 1.23, -0.56], [-1.52, 0.06, -0.45], [1.21, -0.21, 1.14], [-1.57, -1.19, -0.41], [1.44, 0.71, 0.72], [0.81, 0.65, 1.43], [-0.98, 1.10, -0.82], [-0.11, 0.83, -1.07], [-1.03, 0.69, -1.29], [0.78, -1.46, 0.51], [0.36, -0.45, 0.09], [-0.50, -0.94, -0.47], [0.35, 0.29, 0.48], [-0.44, -0.78, -0.32], [0.10, 0.69, 0.04], [0.04, -0.29, 0.34], [0.15, -0.73, -0.22], [0.60, -1.05, 0.86], [0.17, 0.34, 1.23], [-0.01, -0.19, -0.31], [-0.71, 0.65, -0.72], [0.10, 0.18, -1.54], [0.64, 1.13, 0.33], [0.33, -1.12, 1.37], [-0.50, 0.53, -0.50], [0.23, 0.92, 0.47], [-1.63, -1.54, 0.57], [0.73, 2.12, -0.39], [-0.24, -0.01, -0.57], [0.56, -1.15, 0.67], [0.74, 1.23, -0.28], [0.23, -0.25, 0.32], [-0.11, -0.68, 0.30], [-0.18, 0.17, 0.49], [-0.96, -0.27, -0.28], [0.18, 0.02, -0.21], [0.64, 0.94, -0.78], [0.74, -0.47, -0.02], [0.53, -0.73, -0.84], [-0.19, -0.18, 0.32], [-0.76, -0.92, 0.73], [0.71, 0.02, -0.01], [-0.44, 0.69, -0.49], [-0.70, -0.59, 0.51], [-0.22, -0.37, -0.21], [-0.27, -0.03, 0.17], [0.20, -0.45, -0.15], [0.60, 1.63, -0.56], [-0.03, -0.10, 0.27], [-0.11, -0.60, 0.38], [-0.28, -0.25, 0.08]]}



{"formula": "C20H25BrN2O3", "method": "ωB97M-V/def2-TZVPD", "de_lowest_kcal_mol": 4.0, "lumo_ev": 0.673, "gap_ev": 9.02, "spin_multiplicity": 1, "e_homo_ev": -8.35, "smiles": "CCCNCc1cc(OCC)c(OCC(=O)Nc2ccccc2)cc1Br", "energy_ev": -100310.93919, "species": ["C", "C", "C", "N", "H", "C", "C", "C", "C", "C", "C", "C", "H", "O", "C", "C", "H", "H", "H", "H", "H", "O", "C", "C", "O", "N", "C", "C", "C", "C", "C", "C", "H", "H", "H", "H", "H", "H", "H", "H", "H", "Br", "H", "H", "H", "H", "H", "H", "H", "H", "H"], "positions_angstrom": [[-3.05655, 2.23490, -1.20441], [-2.29375, 3.54431, -1.35753], [-1.59035, 3.93707, -0.05620], [-0.67175, 2.90205, 0.38711], [-0.49153, 3.01376, 1.38011], [0.60068, 2.88937, -0.32102], [1.39583, 1.70118, 0.13790], [2.13437, 1.70529, 1.31089], [2.76418, 0.56419, 1.77147], [2.68462, -0.62781, 1.06344], [1.99431, -0.64333, -0.16612], [1.35356, 0.51521, -0.58321], [0.78645, 0.50924, -1.49926], [1.98394, -1.81538, -0.85358], [1.06150, -2.03003, -1.90846], [1.61569, -1.59864, -3.26113], [1.81376, -0.52960, -3.28551], [2.54603, -2.12363, -3.46169], [0.89876, -1.84284, -4.03985], [0.10863, -1.53517, -1.68803], [0.89800, -3.11205, -1.89757], [3.26973, -1.69934, 1.68503], [2.95495, -3.02766, 1.31409], [1.46201, -3.31489, 1.11528], [1.08041, -4.23348, 0.42777], [0.65719, -2.44939, 1.79214], [-0.65299, -2.07779, 1.45784], [-1.08443, -0.81014, 1.84162], [-2.34317, -0.36755, 1.48580], [-3.18276, -1.18423, 0.74577], [-2.75621, -2.44710, 0.37150], [-1.49781, -2.90223, 0.72416], [-1.15948, -3.88020, 0.42540], [-3.40781, -3.08906, -0.20246], [-4.16375, -0.83544, 0.46122], [-2.66093, 0.62166, 1.77660], [-0.42296, -0.16761, 2.40620], [1.12362, -1.79153, 2.40373], [3.33761, -3.64125, 2.13647], [3.46811, -3.32016, 0.39217], [3.30877, 0.56788, 2.70284], [2.26730, 3.27991, 2.37630], [1.17705, 3.82004, -0.16821], [0.39372, 2.79543, -1.38880], [-2.34592, 4.05874, 0.72378], [-1.08394, 4.90859, -0.19313], [-1.56095, 3.44857, -2.16048], [-2.97928, 4.34793, -1.63408], [-3.50138, 1.93631, -2.15082], [-2.38258, 1.45245, -0.86584], [-3.85050, 2.34345, -0.46928]], "forces_ev_per_a": [[0.15, 0.15, -0.18], [-0.04, -0.08, 0.29], [-0.03, 0.14, -0.28], [0.00, 0.02, 0.33], [0.02, -0.05, -0.11], [0.01, 0.09, 0.02], [0.20, 0.15, 0.13], [-0.07, 0.07, -0.06], [0.00, -0.24, -0.09], [-0.10, 0.40, -0.20], [0.15, 0.05, 0.11], [0.09, -0.16, 0.03], [-0.07, -0.05, -0.14], [0.35, 0.32, 0.22], [-0.28, -0.15, -0.46], [-0.01, -0.01, 0.44], [0.01, 0.09, -0.06], [0.08, -0.04, -0.06], [-0.08, -0.02, -0.11], [0.07, -0.08, 0.05], [-0.08, 0.18, 0.03], [0.03, 0.24, 0.00], [0.04, -0.58, -0.21], [0.38, 0.07, 0.32], [0.00, -0.22, -0.14], [0.04, 0.17, 0.48], [-0.26, -0.02, -0.14], [0.03, -0.08, 0.01], [0.01, -0.04, 0.04], [-0.13, 0.02, -0.04], [-0.04, 0.11, 0.01], [0.09, -0.17, -0.05], [0.01, -0.05, 0.02], [-0.05, -0.06, -0.05], [-0.10, 0.04, -0.03], [-0.02, 0.11, 0.01], [0.12, 0.10, 0.03], [0.01, -0.14, -0.21], [-0.08, 0.04, -0.12], [-0.19, 0.02, 0.18], [0.03, -0.01, 0.09], [0.00, -0.06, -0.03], [-0.10, -0.16, -0.10], [0.08, 0.00, 0.02], [0.01, 0.06, 0.00], [-0.07, -0.05, 0.07], [0.01, 0.08, -0.08], [0.06, 0.05, -0.08], [-0.10, -0.08, -0.06], [-0.02, -0.12, 0.03], [-0.14, -0.04, 0.12]]}